1.
A gas-phase ion, C4H13NP (charge +1) at a distorted geometry. Source: the Open Molecules 2025 dataset; level of theory: wB97M-V/def2-TZVPD.

Element x y z (Å)
H1 -0.033 1.825 0.413
C1 -1.059 -0.033 0.369
H2 -3.257 -1.224 0.984
H3 0.466 -1.356 -0.829
H4 1.343 -0.946 1.250
P1 -2.413 -0.998 -0.080
H5 -3.565 -0.681 -0.938
H6 0.988 0.777 1.126
H7 2.586 0.713 -1.017
C2 2.767 0.013 -0.141
C3 -1.092 1.470 0.196
C4 1.379 -0.066 0.534
N1 0.293 -0.382 -0.458
H8 0.299 0.233 -1.339
H9 -1.462 1.875 -0.727
H10 -1.727 1.817 1.016
H11 -2.064 -2.317 -0.257
H12 3.680 0.351 0.436
H13 2.871 -1.070 -0.539

Summary:
Energy relative to the best compared isomer or geometry (same formula, charge and spin) ... 396.50 kJ/mol
Charge ... +1
Lowest unoccupied orbital energy ... -3.2 eV
SMILES ... CC[NH2+]C(C)=[PH3]
HOMO level ... -0.461 Ha


2.
2 unconnected molecules or ions with the total composition C4H11NO at a distorted geometry. Source: the Open Molecules 2025 dataset; level of theory: wB97M-V/def2-TZVPD.

Element x y z (Å)
H1 2.213 -0.734 -2.769
H2 -1.686 0.352 1.631
H3 0.102 1.568 -0.605
C1 -0.670 0.110 1.942
H4 0.334 -1.842 1.729
H5 -1.276 1.064 -1.473
H6 2.362 0.683 -1.833
H7 -0.004 0.667 1.294
O1 -0.249 -1.055 -2.044
H8 -0.571 0.687 2.873
H9 -1.345 -1.924 1.751
H10 -0.510 -1.599 3.280
H11 -0.133 2.209 -2.164
C2 -0.526 -1.381 2.217
C3 -0.213 1.271 -1.614
N1 1.759 -0.027 -2.223
C4 0.411 -0.046 -1.993

Summary:
Energy relative to the best compared isomer or geometry (same formula, charge and spin) ... 60.19 kJ/mol
Lowest unoccupied orbital energy ... 0.9 eV
SMILES ... CC(N)=O.CC
HOMO level ... -0.366 Ha


3.
A molecular structure, C3H2O3Pt at a distorted geometry. Source: the Open Molecules 2025 dataset; level of theory: wB97M-V/def2-TZVPD.

Element x y z (Å)
O1 -0.145 0.095 0.030
Pt1 1.494 1.042 0.161
C1 -1.346 0.427 -0.438
C2 0.145 -1.271 0.403
O2 2.376 -0.582 0.690
H1 -0.699 -1.950 0.406
O3 -1.205 1.660 -0.834
H2 -2.054 2.018 -1.126
C3 1.434 -1.438 0.708

Summary:
Energy relative to the best compared isomer or geometry (same formula, charge and spin) ... 238.93 kJ/mol
Charge ... +1
2S+1 ... 4
Lowest unoccupied orbital energy (spin up / spin down) ... -5.4 / -8.0 eV
HOMO level (spin up / spin down) ... -0.504 / -0.545 Ha


4.
2 unconnected molecules or ions with the total composition C4H12NO at a distorted geometry. Source: the Open Molecules 2025 dataset; level of theory: wB97M-V/def2-TZVPD.

Element x y z (Å)
C1 -1.018 0.046 0.069
C2 -1.740 0.483 -0.954
H1 1.237 0.106 2.038
O1 1.705 -1.030 -2.087
C3 0.818 0.983 1.542
H2 1.315 1.145 0.591
N1 -0.154 -1.183 -0.058
C4 -0.714 0.824 1.323
H3 -1.194 0.417 2.219
H4 -0.050 -1.637 0.847
H5 -1.162 1.820 1.280
H6 1.436 -1.258 -2.975
H7 -0.688 -1.724 -0.744
H8 0.963 1.846 2.191
H9 -2.100 -0.162 -1.749
H10 0.712 -0.943 -0.581
H11 -1.995 1.532 -0.979
H12 2.629 -1.265 -1.973

Summary:
Energy relative to the best compared isomer or geometry (same formula, charge and spin) ... 116.09 kJ/mol
Charge ... +1
Lowest unoccupied orbital energy ... -3.3 eV
HOMO level ... -0.528 Ha


5.
3 unconnected molecules or ions with the total composition C4H13NO2 at a distorted geometry. Source: the Open Molecules 2025 dataset; level of theory: wB97M-V/def2-TZVPD.

Element x y z (Å)
C1 -0.402 0.656 0.533
H1 0.856 -0.473 1.704
C2 -0.172 -0.204 1.531
H2 -2.166 -1.114 1.739
H3 -1.396 1.120 0.458
H4 0.714 3.101 -0.611
H5 -0.862 -1.714 2.929
H6 -0.668 2.238 -1.449
H7 1.608 -2.460 0.052
H8 -0.394 -0.249 -1.667
N1 0.572 0.945 -0.404
H9 -1.369 -1.135 -2.626
O1 2.334 -1.989 -0.385
H10 1.540 0.937 -0.113
H11 -1.781 -0.228 3.038
C3 -1.246 -0.906 2.311
O2 -0.559 -0.625 -2.546
H12 2.060 -2.193 -1.291
H13 0.962 2.089 -2.059
C4 0.370 2.204 -1.145

Summary:
Energy relative to the best compared isomer or geometry (same formula, charge and spin) ... 146.11 kJ/mol
Lowest unoccupied orbital energy ... 0.8 eV
SMILES ... C/C=C/NC.O.O
HOMO level ... -0.292 Ha


6.
A molecular structure, C38H30GeN2O6PTi. Source: the Open Molecules 2025 dataset; level of theory: wB97M-V/def2-TZVPD.

Element x y z (Å)
C1 -0.087 0.845 3.922
H1 -4.034 4.211 -0.747
H2 -0.199 -3.191 -2.479
C2 3.555 -0.186 -0.434
N1 1.138 -0.831 2.602
O1 4.526 0.468 -0.667
H3 -1.132 2.470 6.720
C3 -0.948 2.281 5.672
H4 -4.379 -3.780 -1.004
C4 2.477 4.518 1.137
C5 -2.837 -2.314 -1.244
C6 -1.098 2.948 3.370
C7 4.592 -2.560 -0.453
O2 5.362 -4.761 -0.335
H5 -3.261 0.734 -2.662
Ti1 0.851 -0.768 0.410
Ge1 -0.704 -0.310 -1.655
H6 3.109 -0.505 -4.977
C8 -4.688 2.330 0.055
C9 -4.791 -0.737 -2.426
P1 -0.306 1.522 1.141
C10 -2.397 3.068 0.023
H7 3.097 -2.967 -5.186
C11 2.392 -1.092 -4.420
C12 -2.503 -1.042 -1.709
O3 0.017 -4.710 0.213
C13 0.611 -0.413 3.684
H8 -1.662 3.824 -0.219
H9 1.498 0.620 -3.505
C14 3.520 -1.702 -0.439
H10 -2.674 -0.029 1.396
H11 1.522 3.305 2.609
O4 2.350 0.289 -0.105
H12 -0.845 1.160 -2.084
C15 2.010 -3.421 -0.134
C16 -2.967 0.913 0.942
C17 -2.011 1.879 0.633
H13 -0.046 0.380 6.022
H14 5.084 -5.680 -0.238
H15 3.103 5.015 1.866
C18 -4.134 -2.791 -1.368
C19 2.576 4.843 -0.205
H16 -5.548 -0.119 -2.892
C20 -4.303 1.142 0.662
C21 2.998 -4.375 -0.130
H17 1.426 -4.302 -3.935
O5 -0.048 -2.472 0.435
C22 -0.476 1.777 2.949
N2 2.276 -2.137 -0.304
H18 -1.420 3.672 2.631
H19 0.736 -1.028 4.577
H20 -6.123 -2.379 -2.059
C23 1.475 -0.461 -3.591
H21 -1.806 4.132 5.003
C24 -3.736 3.287 -0.270
H22 0.280 2.708 -1.460
H23 3.279 5.598 -0.530
C25 -3.495 -0.260 -2.299
C26 1.776 4.192 -1.134
C27 4.317 -3.930 -0.317
C28 0.547 -3.636 0.191
C29 0.540 -2.591 -3.001
C30 0.767 2.895 0.631
H24 2.750 -5.417 0.023
C31 0.884 3.217 -0.722
H25 -5.038 0.385 0.898
C32 -1.325 3.208 4.712
C33 2.385 -2.475 -4.536
H26 -2.093 -2.939 -0.765
C34 1.452 -3.225 -3.830
C35 1.578 3.548 1.557
C36 0.543 -1.202 -2.866
H27 1.852 4.437 -2.185
O6 1.795 -2.059 2.679
H28 1.643 -2.437 3.560
C37 -5.113 -2.004 -1.959
H29 5.606 -2.200 -0.551
C38 -0.338 1.107 5.274
H30 -5.731 2.507 -0.173

Summary:
Energy relative to the best compared isomer or geometry (same formula, charge and spin) ... 0.00 kJ/mol
Charge ... +1
Lowest unoccupied orbital energy (spin up / spin down) ... -3.8 / -3.8 eV
HOMO level (spin up / spin down) ... -0.391 / -0.391 Ha